Computed, not measured: a structure of composition C50H49AsBN10O5Sn, with ωB97M-V/def2-TZVPD.

HOMO energy (alpha / beta): -8.1 / -8.2 eV
<S²>: 0.757
Kohn-Sham gap (alpha / beta): 8.2 / 6.2 eV
2S+1: 2
Energy relative to the best compared isomer or geometry (same formula, charge and spin): 50.1 kcal/mol

Geometry as XYZ:
```
117
Properties=species:S:1:pos:R:3:lowdin_spin:R:1
Sn -23.4931 -0.2534 -3.4636 0.33
O -28.2727 -4.2688 -2.6870 0.00
C -27.1896 -3.4842 -2.7975 0.00
C -26.0122 -3.9625 -3.4454 0.00
C -25.1145 -2.9668 -3.6721 0.00
N -25.2482 -1.6937 -3.2705 0.02
C -26.2351 -1.2606 -2.5469 0.00
C -27.2365 -2.1689 -2.2294 0.00
C -26.3623 0.3121 -2.1986 0.00
O -27.4073 0.7618 -1.7978 0.00
O -25.2300 0.8805 -2.4650 0.04
C -23.8261 -3.2640 -4.3894 0.00
O -23.6643 -4.4560 -4.6530 0.01
O -23.1661 -2.1752 -4.6906 0.07
H -28.1257 -5.1932 -2.9021 0.00
H -25.9125 -4.9027 -3.9270 0.00
H -28.0945 -1.8793 -1.6428 0.00
C -24.4585 -1.9733 0.0069 0.00
C -23.5013 -0.8407 0.2243 0.01
C -23.1109 -0.3223 1.4740 0.01
C -22.1175 0.6096 1.1890 0.00
N -21.9944 0.6209 -0.1468 0.01
N -22.8225 -0.2941 -0.7257 0.14
B -20.8953 1.3635 -0.9430 0.01
N -21.3777 2.8094 -1.4252 0.00
C -20.7951 3.6722 -2.2994 0.00
C -21.4314 4.9125 -2.2232 0.00
C -22.3946 4.7763 -1.1396 0.00
C -23.3914 5.7718 -0.6335 0.00
N -22.2407 3.4996 -0.6652 0.00
N -20.4912 0.5536 -2.2045 0.00
C -20.1298 -0.7370 -2.1973 0.00
C -20.0842 -1.1509 -3.5174 0.01
C -20.4607 -0.0056 -4.2618 0.04
C -20.7318 0.1392 -5.7251 0.00
N -20.6583 1.0090 -3.4383 0.05
N -19.6103 1.6471 0.0501 0.00
C -18.9631 2.7826 0.2381 0.00
C -17.9339 2.5687 1.1412 0.00
C -18.0022 1.1777 1.3944 0.00
C -17.0742 0.5321 2.3626 0.00
N -19.0290 0.6152 0.7502 0.00
H -24.2837 -2.7829 0.6957 0.00
H -24.2967 -2.3580 -1.0164 0.00
H -25.4549 -1.5815 0.0090 0.00
H -23.3861 -0.7510 2.4295 0.00
H -21.5225 1.2511 1.7191 0.00
H -20.0651 3.2937 -2.9838 0.00
H -21.2903 5.8099 -2.8622 0.00
H -24.3082 5.6769 -1.2384 0.00
H -23.0621 6.8119 -0.7449 0.00
H -23.5915 5.5865 0.4471 0.00
H -19.8043 -1.1814 -1.2622 0.00
H -19.8163 -2.1347 -3.9315 0.00
H -21.4841 0.9344 -5.8600 0.00
H -21.0428 -0.8034 -6.2375 0.00
H -19.8697 0.5110 -6.3182 0.00
H -19.4068 3.6586 -0.1593 0.00
H -17.4141 3.3319 1.6758 0.00
H -16.1012 0.3195 1.8676 0.00
H -17.4075 -0.4207 2.6439 0.00
H -16.8781 1.1444 3.2570 0.00
C -31.3414 1.9003 2.4097 0.00
C -30.7468 2.8989 3.1811 0.00
C -29.3997 3.1197 3.0560 0.00
C -28.6106 2.4502 2.1213 0.00
C -29.2376 1.5137 1.3466 0.00
C -30.6066 1.1992 1.4687 0.00
As -26.6750 2.5758 1.6831 0.00
C -26.7061 4.2296 0.6813 0.00
C -27.1762 4.4929 -0.5856 0.00
C -27.1920 5.7371 -1.1196 0.00
C -26.6947 6.8126 -0.3889 0.00
C -26.1183 6.6235 0.8575 0.00
C -26.1057 5.3366 1.3509 0.00
C -25.7805 5.0204 2.7701 0.00
C -25.2194 5.8513 3.7020 0.00
C -25.0432 5.3920 4.9998 0.00
C -25.3424 4.0727 5.3848 0.00
C -25.8599 3.1870 4.4568 0.00
C -26.1398 3.6950 3.1896 0.00
H -32.4439 1.5817 2.6177 0.00
H -31.2737 3.4019 3.9695 0.00
H -28.9502 3.8362 3.7557 0.00
H -28.7109 0.8880 0.5908 0.00
H -31.1658 0.4512 0.9287 0.00
H -27.6871 3.7203 -1.1990 0.00
H -27.6612 6.0170 -2.0500 0.00
H -26.6522 7.7915 -0.8177 0.00
H -25.7237 7.4449 1.4343 0.00
H -25.0794 6.8258 3.4968 0.00
H -24.5950 6.0296 5.7296 0.00
H -25.1647 3.8206 6.4212 0.00
H -26.0904 2.1082 4.7900 0.00
C -23.5707 5.1815 -4.8991 0.00
N -23.2635 3.8230 -4.5470 0.00
C -22.2030 3.2004 -5.3831 0.00
C -24.5304 3.0132 -4.1884 0.00
C -24.9347 2.0556 -5.2913 0.02
C -25.7103 2.5520 -6.4096 0.01
C -25.8616 1.8420 -7.5451 0.00
C -25.2290 0.5465 -7.6173 0.01
C -24.5899 0.0349 -6.4651 0.02
C -24.4607 0.7519 -5.2774 0.18
H -22.6679 5.8636 -4.9337 0.00
H -24.2205 5.6142 -4.1243 0.00
H -24.0740 5.1385 -5.9086 0.00
H -22.8006 3.7826 -3.5334 0.00
H -22.6807 2.8549 -6.3141 0.00
H -21.8984 2.3788 -4.7352 0.00
H -21.5289 3.9924 -5.4788 0.00
H -25.3068 3.7671 -4.0241 0.00
H -24.3221 2.5196 -3.2860 0.00
H -26.0800 3.6062 -6.3951 0.00
H -26.1793 2.1975 -8.5065 0.00
H -25.3090 -0.0999 -8.4874 0.00
H -24.1056 -0.9281 -6.6268 0.00
```

=====

Computed, not measured: a cluster of 3 separate species, C50H49I2NO8 in total, with ωB97M-V/def2-TZVPD.

HOMO energy: -9.3 eV
SMILES: COCCCCCCCCC1=C(CC(=O)N(C)C)C(=O)C=C([C@H](I)[C@@H](C)I)C1=O.O=C1c2ccccc2C(=O)c2ccccc21.O=C1c2ccccc2C(=O)c2ccccc21
Kohn-Sham gap: 7.4 eV
2S+1: 1

Geometry as XYZ:
```
110
Properties=species:S:1:pos:R:3:mulliken_charge:R:1
C 6.8812 -3.6576 3.5526 -0.54
O 5.7800 -4.5280 3.9946 -0.44
C 4.5145 -4.2234 3.3070 0.75
C 3.5267 -3.3704 4.3083 -0.58
C 2.7778 -2.0887 3.5569 0.21
C 2.0279 -1.2437 4.7894 -0.82
C 0.9607 -0.1101 4.1901 -0.61
C -0.2848 -0.9551 3.5404 -0.63
C -0.3769 -0.5372 1.9252 -0.29
C -1.0533 -1.8244 1.1680 -0.56
C -0.1401 -2.4899 -0.0215 0.34
C -0.0096 -3.9931 -0.1148 0.14
C -0.6839 -5.0642 0.9275 -0.17
C 0.1911 -6.4808 0.9854 0.06
O -0.4511 -7.6336 0.7246 -0.59
N 1.6734 -6.5709 1.2725 0.29
C 2.4218 -7.3420 0.1803 -0.78
C 1.8866 -7.4448 2.5256 -1.01
C 0.8814 -4.5882 -1.3659 -0.11
O 0.5832 -5.6606 -2.1050 -0.54
C 2.2526 -3.7129 -1.7488 -0.05
C 2.1503 -2.2312 -1.6534 0.65
C 3.4459 -1.3102 -2.0616 -0.94
I 3.6744 -1.4360 -4.2332 0.17
C 4.8060 -1.5999 -1.1949 -0.11
C 5.5834 -2.9958 -1.5582 -0.85
I 6.2348 0.0426 -1.6807 0.06
C 0.6803 -1.5948 -1.1718 -0.39
O 0.1542 -0.4771 -1.6808 -0.50
H 6.5784 -2.8522 2.7552 0.20
H 7.7979 -4.2766 3.1092 0.23
H 7.3227 -3.0666 4.4815 0.24
H 4.6331 -3.7093 2.2606 -0.06
H 3.9773 -5.2690 3.1147 -0.43
H 2.6411 -4.0744 4.6844 0.22
H 4.0563 -2.9246 5.2532 0.28
H 1.9840 -2.4893 2.7770 -0.12
H 3.5269 -1.3959 2.9743 0.19
H 2.8433 -0.6993 5.4690 0.35
H 1.4100 -2.0567 5.4035 0.27
H 1.5622 0.5243 3.4103 0.28
H 0.6174 0.6500 5.0409 0.33
H -0.1527 -2.1070 3.6983 0.26
H -1.2735 -0.6541 4.1302 0.41
H 0.6491 -0.1836 1.4859 0.34
H -1.1602 0.3612 1.8949 0.14
H -1.4234 -2.5728 1.9894 0.33
H -2.0408 -1.4168 0.6353 0.30
H -0.5862 -4.5857 2.0108 0.12
H -1.8283 -5.2645 0.7521 0.28
H 1.9365 -8.4109 -0.0359 0.32
H 2.5888 -6.7212 -0.8030 0.15
H 3.5144 -7.5508 0.6136 0.30
H 1.1345 -7.1737 3.3948 0.28
H 3.0116 -7.3756 2.8474 0.31
H 1.7078 -8.5608 2.1507 0.38
H 3.1898 -4.3300 -2.0812 0.33
H 3.1348 -0.1827 -1.8226 0.49
H 4.5954 -1.5995 -0.0325 0.28
H 6.7369 -2.8289 -1.3049 0.36
H 5.2461 -3.9260 -0.9048 0.15
H 5.5394 -3.3167 -2.6825 0.26
O 2.0400 3.0690 -4.6729 -0.70
C 1.5965 3.9694 -3.9709 0.59
C 2.0120 5.3687 -4.1974 0.16
C 2.9031 5.6680 -5.2361 -0.53
C 3.2692 6.9921 -5.4818 -0.48
C 2.7476 8.0186 -4.6948 -0.45
C 1.8734 7.7207 -3.6482 -0.55
C 1.5097 6.3925 -3.3951 0.21
C 0.5985 6.0852 -2.2747 0.60
O 0.2007 6.9786 -1.5360 -0.69
C 0.1677 4.6895 -2.0605 0.27
C -0.7253 4.3920 -1.0225 -0.58
C -1.1645 3.0808 -0.8335 -0.87
C -0.7154 2.0658 -1.6778 -0.54
C 0.1858 2.3578 -2.7039 -0.75
C 0.6327 3.6721 -2.8925 0.30
H 3.3099 4.8725 -5.8580 0.46
H 3.9577 7.2233 -6.2916 0.39
H 3.0230 9.0518 -4.8943 0.39
H 1.4742 8.5267 -3.0348 0.45
H -1.0840 5.1801 -0.3625 0.47
H -1.8609 2.8525 -0.0296 0.58
H -1.0652 1.0454 -1.5365 0.85
H 0.5340 1.5589 -3.3567 0.52
O -9.2444 4.9072 -1.0562 -0.69
C -8.2360 4.2630 -0.7948 0.55
C -6.9666 4.5425 -1.4968 0.50
C -6.9133 5.5655 -2.4525 -0.69
C -5.7083 5.8620 -3.0909 -0.51
C -4.5560 5.1416 -2.7775 -0.49
C -4.6110 4.1103 -1.8386 -0.48
C -5.8201 3.8060 -1.2015 0.01
C -5.8728 2.7017 -0.2228 0.58
O -4.8785 2.0193 -0.0039 -0.70
C -7.1360 2.4353 0.4931 0.12
C -7.1872 1.4132 1.4502 -0.50
C -8.3675 1.1761 2.1562 -0.51
C -9.4967 1.9566 1.9102 -0.44
C -9.4520 2.9663 0.9465 -0.55
C -8.2701 3.2028 0.2322 0.23
H -7.8075 6.1357 -2.6982 0.46
H -5.6675 6.6597 -3.8294 0.39
H -3.6140 5.3811 -3.2659 0.47
H -3.7085 3.5487 -1.6027 0.56
H -6.3082 0.8030 1.6511 0.46
H -8.4042 0.3847 2.9017 0.38
H -10.4139 1.7781 2.4673 0.39
H -10.3390 3.5691 0.7582 0.45
```

=====

Computed, not measured: a structure of composition C50H50BrCsGe2N3O8PS2, with ωB97M-V/def2-TZVPD.

HOMO energy: -2.8 eV
Kohn-Sham gap: 5.8 eV
2S+1: 1
Energy relative to the best compared isomer or geometry (same formula, charge and spin): 167.5 kcal/mol
Charge: -2

Geometry as XYZ:
```
118
Properties=species:S:1:pos:R:3:mulliken_charge:R:1
Cs 2.2894 0.6014 -1.1917 1.07
O 0.7615 -1.8543 -0.2359 -0.51
S -0.3006 -2.7668 0.0774 1.12
O -1.5831 -2.0697 0.4567 -0.10
O -0.5462 -3.7297 -1.0227 -0.86
C 0.1177 -3.7826 1.4603 -0.08
C 0.1111 -5.1929 1.2243 -0.81
C 0.4459 -6.0333 2.2618 -0.84
C 1.0047 -5.5070 3.4061 -1.38
C 1.1913 -4.1383 3.5600 -0.63
C 0.5702 -3.2996 2.6912 0.64
P 0.6695 -1.4745 3.0115 1.00
C 2.5210 -1.5259 3.2416 1.57
C 2.9618 -1.8497 1.8455 -0.06
C 3.8950 -2.7760 1.5113 -1.18
C 4.3939 -3.6799 2.5851 -0.57
C 4.0907 -3.5390 3.9126 -1.25
C 3.3716 -2.2383 4.3167 -0.77
C 0.0813 -1.1448 4.7647 1.05
C -0.0355 0.2228 5.0289 -0.86
C -0.4850 0.7239 6.2302 -0.63
C -0.7266 -0.1545 7.3081 -0.55
C -0.6159 -1.4956 7.1163 -0.69
C -0.1833 -1.9792 5.8188 0.35
H -0.3708 -5.6562 0.3384 0.41
H 0.4336 -7.0791 2.1166 0.42
H 1.2261 -6.2516 4.1641 0.35
H 1.6225 -3.7476 4.4714 0.94
H 2.4640 -1.3254 1.0340 -0.49
H 4.3928 -2.9684 0.5345 0.33
H 4.9131 -4.4956 2.2310 0.62
H 4.2309 -4.3297 4.6802 0.27
H 2.7306 -2.2884 5.2386 0.95
H 0.0275 0.9857 4.2062 0.39
H -0.7236 1.7660 6.3156 0.47
H -1.0832 0.2733 8.2321 0.36
H -0.8895 -2.2551 7.8807 0.36
H -0.0244 -3.0887 5.6891 0.06
C -4.0693 -2.8244 4.2686 -1.22
C -3.0532 -3.0836 3.1198 0.08
Ge -3.3895 -1.6949 1.7164 0.09
C -4.6748 -2.7217 0.5970 -0.81
C -4.8341 -1.9945 -0.7342 -1.03
C -1.8423 0.7970 -0.5749 -0.55
C -2.3919 1.3733 -1.5010 -0.65
Ge -0.6142 3.4002 1.1896 0.21
C -1.9894 4.3433 0.1017 -0.29
C -2.2224 5.6670 0.7839 -1.43
C 0.8814 4.4428 0.4428 -0.44
C 2.1400 4.5893 1.2528 -0.87
C -2.8390 1.8669 -2.7423 0.82
C -3.3668 3.1456 -2.9548 -0.11
C -3.7307 3.5124 -4.2460 -0.55
C -3.7669 2.6403 -5.3056 -0.37
C -3.3363 1.3106 -5.1246 -0.40
C -2.8818 1.0140 -3.8759 -0.67
H -4.1494 -3.6975 4.9251 0.34
H -5.0851 -2.6553 3.8260 0.35
H -3.7861 -1.8708 4.7765 0.29
H -3.2188 -4.0042 2.5310 0.43
H -1.9658 -3.0715 3.3700 -0.33
H -5.5723 -3.0238 1.0960 0.52
H -4.1034 -3.6395 0.4270 0.31
H -5.2987 -1.0024 -0.7228 0.30
H -5.3716 -2.6482 -1.4196 0.38
H -3.8002 -1.8248 -1.1076 0.19
H -1.5021 0.3505 0.3528 0.50
H -2.9598 3.7785 0.0890 0.39
H -1.7397 4.3991 -0.9850 0.14
H -2.3531 5.4947 1.8495 0.37
H -3.1643 6.1502 0.4112 0.36
H -1.4444 6.4427 0.6709 0.32
H 0.4762 5.4549 0.1480 0.30
H 1.0714 4.0185 -0.5438 0.15
H 3.1380 4.2469 0.7503 0.19
H 2.0409 3.9891 2.1476 0.15
H 2.1699 5.6541 1.5722 0.32
H -3.3731 3.7535 -2.0694 0.49
H -4.0276 4.5826 -4.4420 0.26
H -3.9971 2.8955 -6.3371 0.36
H -3.1174 0.6247 -5.9618 0.51
H -2.5310 0.0424 -3.6264 0.61
O -3.7860 0.8432 -7.8984 -0.68
S -3.3122 1.6126 -9.0479 1.18
O -3.6928 1.1254 -10.3427 -0.70
O -3.3616 3.0566 -8.8549 -0.69
C -1.5034 1.3208 -8.8946 0.14
N -0.7775 0.9415 -9.9524 -0.55
C 0.5678 0.9514 -9.7830 -0.44
C 1.1147 1.2179 -8.5350 -0.64
C 0.2730 1.6294 -7.4770 0.41
N -1.0250 1.6817 -7.7035 -0.08
C 0.7450 1.8252 -6.0485 1.36
C 2.0150 1.3303 -5.7347 -0.93
C 2.4812 1.5555 -4.4700 -0.53
N 1.8025 2.2790 -3.5499 -0.60
C 0.5524 2.6818 -3.8665 -0.02
C -0.0282 2.4936 -5.1289 -0.55
H 1.1252 0.7478 -10.7018 0.41
H 2.2305 1.0789 -8.4727 0.21
H 2.5595 0.7428 -6.4811 0.28
H 3.3242 1.0520 -4.0820 0.53
H -0.0363 3.1224 -2.9914 0.27
H -1.0455 2.8032 -5.4418 0.50
Br 7.3703 -0.8242 2.0086 -0.20
C 5.7455 -0.3524 2.7599 0.38
C 5.4884 -1.0744 3.8620 -1.34
C 4.1846 -0.9681 4.5364 0.41
C 3.1436 -0.1297 3.7101 -1.03
C 3.5784 0.7491 2.6989 -1.31
C 4.8702 0.6805 2.2127 1.30
C 5.3195 1.6209 1.0170 -0.18
O 5.7763 2.7022 1.3862 -0.70
O 5.1589 1.1641 -0.1469 -0.77
H 6.2324 -1.7901 4.2509 0.33
H 4.3162 -0.6691 5.6021 0.37
H 2.4148 0.1713 4.4830 1.05
H 2.8743 1.5471 2.4259 0.37
```

=====

Computed, not measured: a structure of composition C50H52N2P2SSbSn, with ωB97M-V/def2-TZVPD.

HOMO energy: -15.2 eV
Kohn-Sham gap: 5.1 eV
2S+1: 1
Energy relative to the best compared isomer or geometry (same formula, charge and spin): 37.1 kcal/mol
Charge: +3

Geometry as XYZ:
```
109
Properties=species:S:1:pos:R:3:mulliken_charge:R:1
Sn -0.7144 -0.3726 0.2664 1.37
C -4.9854 4.4682 1.3932 -0.80
C -4.9157 3.1772 1.9073 -0.77
C -4.1610 2.2188 1.2555 -0.23
C -3.4871 2.5400 0.0745 0.67
C -3.5542 3.8303 -0.4373 -0.58
C -4.3133 4.7879 0.2237 -0.64
P -2.6221 1.1864 -0.7768 1.72
C -2.3553 1.7109 -2.4960 0.69
C -3.0934 1.1833 -3.5556 -0.85
C -2.9095 1.6752 -4.8393 -0.76
C -1.9747 2.6718 -5.0784 -0.82
C -1.2142 3.1764 -4.0329 -0.91
C -1.3969 2.6983 -2.7462 -0.37
C -3.9305 -0.0536 -0.8413 -0.18
C -5.1749 0.3281 -1.2926 -0.05
C -6.2180 -0.6019 -1.3966 -1.17
C -6.0087 -1.8947 -1.0056 -0.87
C -4.7565 -2.3211 -0.5116 0.99
C -4.5528 -3.6600 -0.1102 -0.93
C -3.3379 -4.0824 0.3408 -1.41
C -2.2706 -3.1656 0.4383 -0.09
C -2.4385 -1.8647 0.0642 -0.23
C -3.6741 -1.3902 -0.4377 -0.24
H -5.5676 5.2221 1.9054 0.45
H -5.4664 2.9205 2.8024 0.51
H -4.1131 1.2054 1.6427 0.31
H -3.0402 4.0857 -1.3536 0.48
H -4.3910 5.7835 -0.1917 0.49
H -3.8100 0.3946 -3.3915 0.44
H -3.4982 1.2697 -5.6506 0.49
H -1.8373 3.0485 -6.0828 0.46
H -0.4784 3.9464 -4.2231 0.54
H -0.7988 3.0979 -1.9353 0.43
H -5.3476 1.3603 -1.5726 0.68
H -7.1777 -0.2888 -1.7831 0.47
H -6.8087 -2.6223 -1.0585 0.49
H -5.3887 -4.3466 -0.1581 0.47
H -3.1788 -5.1126 0.6287 0.53
H -1.3247 -3.5149 0.8265 0.56
N -1.0865 3.0124 2.0257 0.34
C -0.1304 3.1704 1.0739 -0.33
C 0.4851 4.4203 0.8827 -0.96
C 1.4445 4.5627 -0.0866 -1.01
C 1.7884 3.4592 -0.8724 -0.79
C 1.1676 2.2681 -0.6106 -1.11
N 0.2427 2.0997 0.3508 1.66
H -1.4894 3.8378 2.4381 0.31
H -1.6809 2.2082 1.9627 -0.53
H 0.1733 5.2570 1.4936 0.54
H 1.9118 5.5225 -0.2597 0.55
H 2.5088 3.5434 -1.6725 0.65
H 1.3856 1.3891 -1.2113 0.55
C 1.4071 -4.5162 1.1359 -0.96
S 0.8505 -3.6978 -0.3804 0.38
C 0.8397 -5.1170 -1.5007 -1.33
H 2.2515 -5.1614 0.9027 0.45
H 0.5905 -5.0999 1.5576 0.55
H 1.7235 -3.7464 1.8365 0.01
H 0.1885 -5.8844 -1.0881 0.41
H 1.8543 -5.4929 -1.6147 0.38
H 0.4570 -4.7759 -2.4591 0.40
C -0.4329 0.8067 4.1188 -1.32
P -0.9685 -0.5181 2.9840 1.35
C 0.0504 -1.9325 3.5278 -1.21
C -2.6173 -0.9959 3.5893 -1.22
H -0.1189 0.3578 5.0615 0.52
H -1.2545 1.4926 4.3114 0.51
H 0.3937 1.3674 3.6867 0.18
H -0.1060 -2.0859 4.5958 0.61
H 1.1090 -1.7360 3.3533 0.27
H -0.2447 -2.8384 2.9981 0.24
H -2.5766 -1.1058 4.6737 0.46
H -2.9157 -1.9434 3.1406 0.36
H -3.3590 -0.2390 3.3364 0.29
C 5.6712 -4.4474 1.3578 -0.63
C 5.1581 -4.4933 0.0653 -0.82
C 4.2629 -3.5235 -0.3576 -0.56
C 3.9142 -2.4978 0.5127 0.77
C 4.4418 -2.4254 1.7946 -0.41
C 5.3212 -3.4146 2.2154 -0.68
Sb 2.5792 -0.9920 -0.2035 0.66
C 3.2890 -0.7043 -2.1956 1.11
C 4.6722 -0.7195 -2.3398 -0.82
C 5.2180 -0.4941 -3.5952 -0.85
C 4.3886 -0.2755 -4.6874 -0.66
C 3.0091 -0.2893 -4.5342 -0.69
C 2.4502 -0.5001 -3.2811 -0.61
C 3.2587 0.7156 0.8999 0.93
C 4.1425 1.5979 0.2947 -0.66
C 4.6533 2.6566 1.0337 -0.75
C 4.2778 2.8304 2.3583 -0.87
C 3.3818 1.9510 2.9521 -0.90
C 2.8681 0.8903 2.2208 -0.42
H 6.3422 -5.2240 1.6985 0.44
H 5.4542 -5.2808 -0.6145 0.45
H 3.8624 -3.5516 -1.3652 0.62
H 4.1950 -1.6007 2.4530 0.41
H 5.7254 -3.3773 3.2179 0.47
H 5.3218 -0.9038 -1.4918 0.55
H 6.2930 -0.5006 -3.7143 0.46
H 4.8206 -0.0985 -5.6627 0.44
H 2.3643 -0.1460 -5.3905 0.49
H 1.3719 -0.5106 -3.1638 0.50
H 4.4444 1.4638 -0.7370 0.55
H 5.3418 3.3491 0.5679 0.49
H 4.6870 3.6507 2.9321 0.45
H 3.0875 2.0887 3.9845 0.49
H 2.1754 0.1929 2.6829 0.49
```